(1)
102
Properties=species:S:1:pos:R:3:forces:R:3:lowdin_charge:R:1 method="wB97M-V/def2-TZVPD" multiplicity=1 homo_lumo_gap_ha=0.2394 e_homo_ev=-4.092 charge=-1 de_lowest_kj_mol=176.4 energy_ha=-3332.1767 lumo_energy_ev=2.42
Zr 0.1393 0.4207 0.1482 0.7 0.1 0.0 1.78
O 1.3383 -0.3936 -1.4140 -0.1 0.3 -0.1 -0.25
C 1.2419 -1.3486 -2.2918 0.1 -0.2 0.1 -0.37
C 2.1723 -1.4196 -3.3507 0.0 -0.1 0.1 -0.04
C 2.0504 -2.3612 -4.3489 0.0 0.0 0.0 -0.11
C 1.0105 -3.2942 -4.3280 0.0 0.0 0.0 -0.12
C 0.1322 -3.2806 -3.2635 0.0 0.0 0.1 -0.05
C 0.2257 -2.3326 -2.2369 0.1 -0.1 0.0 -0.15
C -0.6254 -2.5011 -1.0751 0.1 0.0 0.1 -0.07
N -0.6703 -1.7359 -0.0494 -0.2 -0.2 -0.2 -0.08
N -1.3780 -2.2862 1.0231 0.1 0.1 0.0 0.09
C -1.1292 -1.5872 2.1031 0.0 0.0 0.0 -0.48
O -0.4287 -0.5282 2.1621 -0.1 0.1 -0.2 -0.16
C -1.6378 -2.1385 3.3923 0.0 0.0 0.0 -0.14
C -2.8233 -2.8628 3.4614 0.0 0.0 0.0 -0.03
C -3.2581 -3.3689 4.6773 0.0 0.0 0.0 -0.09
C -2.4989 -3.1761 5.8251 0.0 0.0 0.0 -0.10
C -1.3078 -2.4663 5.7539 0.0 0.0 0.0 -0.10
C -0.8838 -1.9369 4.5433 0.0 0.0 0.0 -0.04
H 2.9755 -0.6910 -3.3531 0.0 0.0 0.0 0.12
H 2.7728 -2.3749 -5.1576 0.0 0.0 0.0 0.10
H 0.9160 -4.0364 -5.1104 0.0 0.0 0.0 0.09
H -0.6504 -4.0306 -3.1989 0.0 0.0 0.0 0.11
H -1.2037 -3.4212 -1.0153 0.0 -0.1 0.0 0.13
H -3.3912 -3.0184 2.5526 0.0 0.0 0.0 0.11
H -4.1909 -3.9178 4.7313 0.0 0.0 0.0 0.09
H -2.8345 -3.5806 6.7732 0.0 0.0 0.0 0.09
H -0.7065 -2.3223 6.6445 0.0 0.0 0.0 0.10
H 0.0299 -1.3588 4.4705 0.0 0.0 0.0 0.12
F 2.9744 -3.6196 2.9492 0.0 -0.2 0.0 0.05
C 2.9606 -2.3125 2.6041 0.0 0.0 0.0 -0.28
C 2.0121 -1.8504 1.7284 0.0 0.1 -0.1 -0.05
C 1.9920 -0.5024 1.3477 -0.2 -0.1 0.0 -0.12
C 2.9944 0.3354 1.8604 0.0 0.0 0.1 -0.13
C 3.8962 -0.1781 2.7974 0.0 0.0 0.0 -0.22
F 4.8314 0.6115 3.3911 0.1 0.1 0.0 0.03
C 3.9104 -1.4937 3.1878 0.0 0.0 0.0 0.04
C 3.1005 1.6688 1.2444 -0.1 0.0 0.0 -0.18
C 4.1308 2.5797 1.5035 0.0 0.0 0.0 0.00
C 4.2693 3.7068 0.7190 0.0 0.0 0.0 -0.07
C 3.3937 3.9041 -0.3321 0.0 0.0 0.0 -0.06
C 2.3701 2.9916 -0.4915 -0.1 -0.1 -0.1 -0.17
N 2.1791 1.9246 0.2881 0.1 0.1 -0.1 0.04
H 1.2708 -2.5544 1.3694 0.0 0.0 0.0 0.10
H 4.6266 -1.8609 3.9081 0.0 0.0 0.0 0.12
H 4.8263 2.3837 2.2997 0.0 0.0 0.0 0.10
H 5.0710 4.4078 0.9177 0.0 0.0 0.0 0.10
H 3.4704 4.7471 -1.0052 0.0 0.0 0.0 0.10
H 1.6585 3.1106 -1.2979 0.2 0.0 0.1 0.02
C -0.2003 3.8762 -2.7979 0.0 0.1 0.0 -0.26
Si -0.6885 3.0696 -1.1042 0.1 -0.4 0.1 0.54
C -2.6012 3.1165 -1.3247 -0.1 0.1 0.0 -0.23
C -0.2565 4.5462 0.0618 0.0 0.1 -0.1 -0.25
H -0.6503 4.8784 -2.8093 0.0 0.0 -0.1 0.02
H -0.6097 3.3268 -3.6496 0.0 0.0 0.0 -0.01
H 0.8741 4.0081 -2.9773 -0.1 0.0 0.0 0.01
H -3.0636 3.9225 -0.7417 0.0 -0.1 0.0 0.01
H -3.0813 2.1737 -1.0640 0.0 0.0 0.0 0.00
H -2.8285 3.3276 -2.3765 0.0 0.0 0.0 0.01
H -1.1600 5.1184 0.3079 0.0 0.0 0.0 0.02
H 0.4290 5.2420 -0.4356 0.0 0.0 0.0 0.01
H 0.2050 4.2249 0.9975 0.0 0.0 -0.1 0.00
O -1.3064 0.1804 -2.0301 -0.2 0.1 0.1 -0.07
C -1.1901 0.3574 -3.2447 0.2 -0.2 0.1 -0.46
C -2.4121 0.1720 -4.1188 0.0 -0.1 0.1 -0.08
C -2.4477 0.9753 -5.4127 0.0 0.0 0.0 -0.19
C -1.6644 0.3139 -6.5440 0.0 0.0 0.0 -0.21
C -0.2982 -0.1980 -6.0876 0.0 -0.1 0.0 -0.18
C 0.4208 0.7735 -5.1612 0.0 0.1 0.0 -0.17
N 0.0048 0.6731 -3.7734 -0.4 0.3 -0.2 0.10
H -3.2465 0.4233 -3.4653 0.0 0.0 0.0 0.12
H -2.4944 -0.9018 -4.3238 0.0 0.0 0.0 0.13
H -2.0555 1.9778 -5.2219 0.0 0.0 0.0 0.10
H -3.4861 1.1188 -5.7177 0.0 0.0 0.0 0.11
H -1.5339 1.0299 -7.3606 0.0 0.0 0.0 0.11
H -2.2433 -0.5198 -6.9528 0.0 0.0 0.0 0.11
H 0.3329 -0.3808 -6.9608 0.0 0.0 0.0 0.11
H -0.3858 -1.1595 -5.5731 0.0 0.1 0.0 0.10
H 0.3123 1.8035 -5.5265 0.0 0.0 0.0 0.12
H 1.4885 0.5505 -5.1679 0.0 0.0 0.0 0.11
H 0.7133 0.7832 -3.0663 0.2 0.1 0.2 0.11
C -1.6276 4.5997 3.4808 0.0 0.1 0.0 -0.03
C -1.3646 3.4190 4.3702 0.1 0.1 0.1 -0.18
C -0.3570 3.5026 5.3278 0.0 0.0 -0.1 -0.07
C -0.0935 2.4497 6.1846 0.0 0.0 0.0 -0.66
Cl 1.1757 2.6138 7.3738 0.0 0.0 0.0 0.62
C -0.8229 1.2791 6.1171 0.0 0.0 0.0 -0.10
C -1.8207 1.1799 5.1631 0.0 0.0 0.0 0.01
C -2.0900 2.2298 4.2972 0.0 -0.1 0.0 -0.23
O -3.1644 2.0277 3.4613 -0.1 0.2 0.0 -0.02
C -3.0594 2.2920 2.0642 0.1 -0.1 0.0 -0.07
C -1.8556 1.6217 1.4312 0.1 0.0 -0.1 -0.65
O -2.0223 0.7093 0.5730 -0.4 0.1 0.1 -0.14
O -0.7002 2.0271 1.7114 0.1 -0.1 -0.1 -0.10
H -1.0983 5.4738 3.8610 0.0 0.0 0.0 0.08
H -2.6924 4.8413 3.4425 0.0 0.0 0.0 0.09
H -1.2804 4.4202 2.4614 0.0 0.0 0.2 0.04
H 0.2272 4.4114 5.4022 0.0 0.0 0.0 0.11
H -0.6130 0.4546 6.7849 0.0 0.0 0.0 0.10
H -2.4007 0.2714 5.0656 0.0 0.0 0.0 0.12
H -2.9976 3.3601 1.8488 0.0 0.0 0.0 0.11
H -3.9687 1.8951 1.6274 0.0 -0.1 0.0 0.14

(2)
80
Properties=species:S:1:pos:R:3:forces:R:3:lowdin_spin:R:1 method="wB97M-V/def2-TZVPD" multiplicity=6 homo_lumo_gap_ha="0.2762 / 0.1873" e_homo_ev="-9.475 / -10.261" charge=+1 de_lowest_kj_mol=10.7 energy_ha=-1985.9315 lumo_energy_ev="-1.96 / -5.16"
Ru 0.2762 -0.4750 0.9436 -1.7 0.5 0.6 2.63
C -2.2868 -1.2923 2.8288 0.2 0.0 -0.1 0.19
C -1.9295 -2.3224 1.9319 0.7 0.0 0.0 0.28
C 0.0338 -1.4317 2.8266 -1.0 -0.7 0.0 0.09
C -1.1210 -0.7032 3.3502 0.3 -0.7 -0.3 0.26
C -0.4905 -2.3908 1.8470 -0.7 0.0 1.3 0.10
C -3.6786 -0.9567 3.2311 -0.3 0.2 -0.1 0.02
H -4.3622 -1.0061 2.3713 0.1 0.0 0.2 0.00
H -3.7288 0.0493 3.6608 -0.1 -0.2 -0.1 0.00
H -4.0524 -1.6591 3.9912 0.1 0.1 -0.2 0.01
C -1.0521 0.3612 4.3712 0.1 0.5 0.2 0.04
H -1.9771 0.9514 4.3818 0.3 -0.1 0.1 0.00
H -0.2146 1.0361 4.1524 -0.2 -0.1 0.2 0.01
H -0.8994 -0.0456 5.3833 0.0 0.1 -0.2 0.01
C 1.2707 -1.6668 3.6247 0.3 0.2 0.2 0.02
H 1.0092 -2.0646 4.6132 0.1 0.0 -0.1 0.00
H 1.8069 -0.7253 3.7470 0.1 -0.2 0.3 0.00
H 1.9233 -2.3807 3.1194 0.1 0.1 0.1 0.00
C 0.2596 -3.5721 1.3502 0.1 -0.3 -0.2 0.02
H 0.2370 -4.3965 2.0797 0.1 0.2 -0.2 0.00
H 1.3016 -3.2935 1.1596 0.0 -0.3 0.0 0.01
H -0.1751 -3.9307 0.4101 0.2 -0.1 0.2 0.00
C -2.8587 -3.2858 1.3016 -0.3 -0.1 -0.4 0.04
H -3.0017 -4.1770 1.9320 0.1 0.2 -0.1 0.02
H -2.4763 -3.6335 0.3323 -0.1 0.0 0.2 0.00
H -3.8508 -2.8442 1.1434 0.2 -0.2 0.0 0.00
C -0.8514 1.3705 0.1608 -1.0 1.0 0.2 0.01
C -2.1005 0.7647 0.1911 0.8 0.4 0.7 0.21
C -2.5748 -0.2906 -0.7138 -0.1 -0.6 -1.1 0.04
C -1.5018 -0.8793 -1.6683 -1.0 0.6 -0.1 0.03
C -0.1956 -1.3082 -1.0817 1.6 -0.6 -1.1 0.13
C 0.9945 -0.5283 -1.0766 -0.9 -1.1 -1.3 0.09
C 1.0930 0.9197 -1.4681 0.3 0.6 0.0 0.03
C -0.1367 1.7725 -1.1194 0.4 0.0 -0.4 0.01
H -3.3982 0.1169 -1.3260 0.1 -0.2 0.1 0.01
H -1.3052 -0.1248 -2.4696 -0.1 -0.7 0.8 0.00
H -3.0139 -1.1172 -0.1290 0.0 0.5 0.0 0.01
H -0.8435 1.7980 -1.9680 0.3 -0.2 0.7 0.00
H -0.6086 2.0281 1.0106 -0.6 -0.1 -0.5 0.00
H -2.8273 1.0947 0.9377 0.4 -0.4 0.3 0.01
H 0.2205 2.8079 -1.0155 -0.2 -0.2 0.2 0.00
H 1.9629 1.3618 -0.9525 -0.2 -0.3 -0.2 0.00
H 1.9285 -1.0948 -1.1827 -0.3 0.1 0.5 0.01
H 1.3028 0.9820 -2.5477 -0.1 0.0 0.4 0.01
H -1.9469 -1.7531 -2.1698 0.1 0.2 0.2 0.00
H -0.0409 -2.3943 -1.0987 0.1 0.5 0.1 0.01
P -0.8561 1.1106 -4.1562 0.3 0.3 -0.5 0.00
C -1.0667 2.8936 -4.5013 -0.2 -0.1 -0.3 0.00
C -2.0878 0.3559 -5.2751 0.0 0.3 -0.3 0.00
P 1.4461 -0.9072 -4.5240 0.1 0.7 -1.1 0.00
C 0.7679 0.7921 -4.9623 -0.2 -0.1 -0.2 0.00
C 0.6871 -1.8737 -5.9052 0.0 -0.2 0.1 0.00
C 3.0603 -0.6069 -5.3685 0.1 -0.2 0.2 0.00
H -0.2269 3.4533 -4.0684 -0.3 -0.1 -0.1 0.00
H -2.0101 3.2250 -4.0474 0.3 0.1 -0.2 0.00
H -1.1029 3.0457 -5.5877 0.0 0.3 0.2 0.00
H -2.0368 0.8525 -6.2531 -0.2 -0.3 0.0 0.00
H -3.0804 0.5336 -4.8367 0.2 -0.1 -0.2 0.00
H -1.9300 -0.7251 -5.3858 -0.1 0.4 0.1 0.00
H 2.9129 -0.2672 -6.4015 0.0 -0.1 0.2 0.00
H 3.6273 -1.5424 -5.3695 0.1 0.2 -0.1 0.00
H 3.6175 0.1558 -4.8146 0.0 -0.2 -0.1 0.00
H 1.4967 1.5419 -4.5938 -0.4 -0.3 -0.2 0.00
H 0.6717 0.9134 -6.0604 0.2 -0.1 0.4 0.00
H 1.2393 -2.8195 -5.9688 -0.2 0.1 0.0 0.00
H 0.7799 -1.3487 -6.8654 -0.1 -0.1 0.2 0.00
H -0.3658 -2.0952 -5.7023 0.2 -0.1 -0.1 0.00
C 1.3760 0.7964 1.7689 2.0 1.7 2.1 0.06
C 1.8536 1.5343 2.6650 -0.2 -0.8 -0.8 0.35
C 2.4701 2.1757 3.7607 0.3 0.7 0.8 0.04
C 1.8302 3.2226 4.4822 0.3 -0.3 -0.1 0.06
C 2.4563 3.7902 5.5926 0.0 -0.2 -0.1 -0.01
C 3.7115 3.3279 6.0169 -0.1 -0.1 -0.4 0.06
C 4.3558 2.3034 5.3044 -0.2 0.1 0.0 -0.01
C 3.7452 1.7314 4.1919 -0.2 0.0 0.0 0.06
H 0.8376 3.5509 4.1625 0.4 0.0 0.1 0.00
H 1.9584 4.5926 6.1421 0.2 -0.3 -0.2 0.00
H 4.1882 3.7667 6.8981 -0.2 -0.2 -0.4 0.00
H 5.3348 1.9403 5.6215 -0.3 0.1 -0.1 0.00
H 4.2197 0.9100 3.6439 -0.1 0.4 0.2 0.00

(3)
14
Properties=species:S:1:pos:R:3:forces:R:3:nbo_charge:R:1 method="wB97M-V/def2-TZVPD" multiplicity=1 homo_lumo_gap_ha=0.3226 e_homo_ev=-12.873 charge=+1 de_lowest_kj_mol=45.8 energy_ha=-534.8713 lumo_energy_ev=-4.09
N -1.6623 -2.5273 0.3485 0.4 0.6 -0.1 -0.87
H -1.9888 -2.0870 1.2087 -0.6 0.0 -0.1 0.46
H -2.3744 -2.7086 -0.3589 -0.4 -0.1 0.4 0.46
H -1.0173 -1.8289 -0.0562 0.5 -0.2 0.1 0.47
H -1.1806 -3.3836 0.6183 0.2 -0.1 -0.3 0.46
C 0.2969 2.0079 -0.8897 0.4 -0.3 0.5 -0.62
C 1.4519 1.3950 -0.1008 -1.1 -1.4 0.0 -0.45
S 1.0863 -0.3422 0.4769 -0.1 -0.4 -0.6 -0.19
H 0.2025 1.7173 -1.9275 0.5 -0.1 -0.3 0.22
H 0.5619 3.0527 -0.8193 -0.7 0.6 -0.4 0.24
H -0.6654 1.7685 -0.4459 0.0 0.4 0.4 0.21
H 2.3609 1.3515 -0.6809 0.3 0.1 0.1 0.23
H 1.5451 1.8845 0.8447 0.4 0.7 0.3 0.23
H 1.3834 -0.2999 1.7821 0.1 0.3 -0.1 0.16

(4)
47
Properties=species:S:1:pos:R:3:forces:R:3:nbo_charge:R:1 method="wB97M-V/def2-TZVPD" multiplicity=1 homo_lumo_gap_ha=0.3209 e_homo_ev=-8.413 charge=0 de_lowest_kj_mol=105.0 energy_ha=-1164.7911 smiles="Cc1nc2ccccc2c2oc(C(=O)NCCCN3CCCC3=O)cc12" lumo_energy_ev=0.32
C 1.1635 3.8482 1.1272 0.0 0.0 0.0 -0.65
C 0.8934 3.0510 -0.1049 0.0 -0.1 -0.1 0.28
N 0.5722 3.6769 -1.1976 0.1 0.6 0.4 -0.46
C 0.3121 2.9999 -2.3447 0.0 -0.7 -0.3 0.23
C -0.0208 3.7403 -3.4921 0.0 -0.1 -0.2 -0.21
C -0.2956 3.1045 -4.6754 0.0 0.2 0.1 -0.21
C -0.2524 1.7081 -4.7665 0.0 -0.3 0.0 -0.21
C 0.0676 0.9517 -3.6690 0.0 0.0 -0.1 -0.18
C 0.3546 1.5806 -2.4487 0.0 0.1 0.0 -0.17
C 0.7007 0.9193 -1.2510 0.2 1.0 0.9 0.40
C 0.9764 1.6318 -0.0789 -0.3 -0.4 -1.0 -0.20
C 1.2634 0.6476 0.9034 0.0 -0.7 -0.3 -0.23
C 1.1401 -0.5605 0.2735 0.2 0.7 0.6 0.17
C 1.2831 -1.9473 0.7697 0.1 0.0 0.3 0.63
O 1.3725 -2.9080 0.0285 -0.1 -0.1 -0.2 -0.61
N 1.3260 -2.0363 2.1233 0.1 0.2 0.0 -0.62
H 0.9735 -1.2571 2.6637 -0.1 0.0 -0.1 0.43
C 1.2750 -3.3338 2.7590 -0.1 -0.4 -0.2 -0.22
H 1.5095 -3.1965 3.8161 0.0 0.0 0.0 0.20
C -0.0861 -4.0223 2.5965 0.1 0.3 0.1 -0.42
H -0.0781 -4.9436 3.1796 0.0 -0.1 0.0 0.21
H -0.2159 -4.2855 1.5464 0.0 -0.1 0.0 0.22
C -1.2601 -3.1480 3.0555 0.2 -0.2 0.2 -0.22
N -1.6811 -2.1837 2.0680 0.0 -0.2 -0.1 -0.43
C -1.4928 -0.8566 2.1770 -0.2 0.2 -0.2 0.71
O -0.8247 -0.3151 3.0394 0.2 0.3 0.5 -0.67
C -2.2474 -0.1821 1.0463 0.0 0.0 -0.1 -0.50
H -1.6895 0.6581 0.6373 0.0 0.0 0.1 0.24
C -2.4837 -1.3153 0.0503 -0.1 0.0 0.0 -0.41
H -3.4080 -1.2005 -0.5118 0.0 0.0 0.0 0.22
H -1.6546 -1.3715 -0.6556 0.0 0.0 0.0 0.22
C -2.4938 -2.5661 0.9344 -0.2 -0.1 -0.2 -0.20
H -2.0665 -3.4345 0.4289 0.0 0.0 0.0 0.21
H -3.5088 -2.8215 1.2688 0.1 0.0 0.0 0.18
H -3.1857 0.2027 1.4531 0.0 0.0 0.0 0.23
H -0.9832 -2.5871 3.9530 -0.1 -0.1 0.0 0.23
H -2.1195 -3.7858 3.2910 0.0 0.1 0.0 0.20
H 2.0416 -3.9623 2.2978 0.0 0.0 0.2 0.22
O 0.8032 -0.3996 -1.0360 -0.1 -0.2 -0.4 -0.39
H 1.5155 0.8218 1.9286 0.0 -0.1 0.3 0.24
H 0.1099 -0.1261 -3.7205 0.0 -0.1 -0.1 0.22
H -0.4715 1.2291 -5.7092 0.0 -0.1 -0.1 0.22
H -0.5480 3.6829 -5.5521 0.0 0.1 0.0 0.21
H -0.0498 4.8152 -3.4089 0.0 0.1 0.0 0.23
H 0.5102 3.5205 1.9343 0.0 0.0 0.1 0.23
H 2.1938 3.6999 1.4476 0.1 0.0 0.1 0.22
H 0.9967 4.9016 0.9248 0.0 0.0 0.0 0.24

(5)
21
Properties=species:S:1:pos:R:3:forces:R:3:nbo_charge:R:1 method="wB97M-V/def2-TZVPD" multiplicity=1 homo_lumo_gap_ha=0.3690 e_homo_ev=-9.530 charge=0 de_lowest_kj_mol=135.4 energy_ha=-456.9281 smiles=NCN.O.O.O.O lumo_energy_ev=0.51
N -0.7065 -1.2724 0.4625 -1.6 -0.2 -1.3 -0.89
C 0.3733 -0.8874 1.3183 1.0 -2.4 -0.1 -0.07
N 1.5971 -1.6620 0.9884 -0.1 -0.9 1.4 -0.87
H -1.5746 -1.6786 0.8103 0.5 0.6 0.8 0.37
H -0.4617 -1.9421 -0.2542 0.5 0.5 -0.2 0.38
H 0.0693 -1.1281 2.3477 0.5 0.4 0.0 0.18
H 0.7331 0.1231 1.2385 -0.6 0.8 -0.1 0.17
H 1.9028 -1.6748 0.0323 -0.3 0.8 -0.6 0.37
H 1.4371 -2.6578 1.1647 0.0 0.4 0.3 0.36
H 0.3402 0.4818 -1.1414 -0.1 0.0 -0.5 0.47
H 0.7964 0.5167 -2.6105 0.7 0.1 -0.4 0.47
O 0.0262 0.4744 -2.0615 -0.6 -0.1 1.0 -0.95
H 2.6192 1.6159 0.8100 0.1 -0.2 0.1 0.47
H 2.9041 0.0619 0.8293 0.0 0.8 -0.2 0.49
O 2.9438 0.8788 0.2832 0.0 -0.6 0.1 -0.97
H -2.9029 1.3755 -3.3939 0.2 0.0 -0.5 0.46
H -1.7070 2.0436 -2.8658 0.8 0.1 0.5 0.47
O -2.0689 1.7645 -3.7002 -1.0 -0.2 -0.1 -0.93
H -1.4653 0.7388 1.7439 0.1 -0.8 0.1 0.47
H -2.8200 1.3347 2.2539 -0.3 -0.5 0.4 0.47
O -2.0359 1.4935 1.7446 0.2 1.3 -0.5 -0.94